15
Properties=species:S:1:pos:R:3:forces:R:3 method="wB97M-V/def2-TZVPD" fmax_ev_per_a=2.9 homo_energy_ev=-7.95 charge=0 smiles="C=CCNC=C" total_energy_ha=-250.5866 gap_ev=9.1 lumo_energy_ev=1.180 relative_energy_kcal_mol=50.41 mol_weight_g_mol=83.13
C 2.655 0.847 -0.350 -1.0 -0.6 1.3
C 1.830 0.095 0.396 0.0 -0.1 -0.3
C 0.670 -0.654 -0.193 -0.1 0.2 -0.4
N -0.605 -0.425 0.477 -0.2 1.1 -1.0
C -1.747 -0.123 -0.323 0.6 -2.0 2.0
C -2.931 0.118 0.238 -1.1 0.2 -1.0
H 3.573 1.159 0.121 0.1 0.7 -0.3
H 2.308 1.191 -1.316 0.6 -0.3 -0.3
H 1.944 -0.008 1.479 0.5 -0.3 -0.3
H 0.830 -1.743 -0.216 0.4 0.2 0.3
H 0.645 -0.374 -1.249 -0.4 0.1 0.0
H -0.528 0.115 1.322 -0.1 0.1 0.1
H -1.633 -0.547 -1.315 -0.3 0.3 -0.1
H -3.165 0.473 1.225 0.7 -0.1 0.5
H -3.845 -0.124 -0.295 0.2 0.5 -0.5